--- A ---
The following is a quantum chemistry calculation of an isolated molecule of C5H8OS, from the Open Molecules 2025 dataset.

ORCA input file:
```
! wB97M-V def2-TZVPD RIJCOSX def2/J DEFGRID3
* xyz 0 1
C -2.2557 -0.3695 -0.1271
C -1.1724 0.5488 0.0502
C 0.1170 0.2031 -0.0908
C 0.6891 -1.1466 -0.0096
C 2.2855 1.0955 0.1244
H -2.2368 -1.6143 0.1857
H -3.1835 0.0240 0.4405
H -2.5497 -0.5325 -1.2963
H -1.4672 1.7380 0.4011
H 0.6105 -1.2991 0.9911
H 0.3904 -1.9583 -0.7331
H 2.1293 1.4995 1.2390
H 3.1150 1.4842 -0.4929
O 1.0197 1.0875 -0.5599
S 2.5089 -0.7603 -0.1222
*
```

Computed Löwdin charges, given in elementary charges: C -0.186; C -0.169; C -0.459; C -0.368; C -0.369; H 0.141; H 0.077; H 0.116; H 0.187; H 0.035; H 0.119; H 0.142; H 0.080; O -0.180; S 0.833

---

--- B ---
The following is a quantum chemistry calculation of an isolated molecule of C5H8OS, from the Open Molecules 2025 dataset.

ORCA input file:
```
! wB97M-V def2-TZVPD RIJCOSX def2/J DEFGRID3
* xyz 0 1
C 0.9092 -0.5412 -0.4533
C 0.8059 0.5241 -1.3192
C -1.0015 0.0097 1.3542
C 1.6058 0.4987 -2.5755
C -1.6255 -0.1554 2.6475
O -0.0945 1.4307 -1.1835
S 0.1567 -1.0753 0.9382
H 1.7886 -1.2205 -0.4870
H -1.2466 0.8747 0.7626
H 2.1848 1.4693 -2.6341
H 0.8100 0.4213 -3.3207
H 2.4984 -0.1197 -2.3882
H -2.7418 -0.2741 2.2833
H -1.6461 0.6236 3.3143
H -1.2007 -0.9877 3.1688
*
```

Computed Löwdin charges, given in elementary charges: C -0.451; C -0.576; C -0.450; C -0.041; C -0.178; O -0.057; S 1.114; H 0.052; H 0.072; H 0.101; H 0.099; H 0.078; H 0.134; H 0.047; H 0.056

---

--- C ---
The following is a quantum chemistry calculation of an isolated molecule of C5H8OS, from the Open Molecules 2025 dataset.

ORCA input file:
```
! wB97M-V def2-TZVPD RIJCOSX def2/J DEFGRID3
* xyz 0 1
C -0.9325 -0.3030 -0.6784
C -1.1469 0.5963 0.5342
C -0.0169 1.4402 1.0626
C 0.6544 -0.7756 1.1924
C -0.7359 -0.8743 0.7264
H 1.3035 0.2560 -1.1198
H -1.8588 -0.6362 -1.1013
H -2.1615 0.8982 0.7162
H 0.2209 2.2590 0.3832
H -0.2514 1.8518 2.0363
H 0.7350 -1.0173 2.2658
H 1.3523 -1.4808 0.6679
H -1.4443 -1.6315 1.0785
O 1.0732 0.6007 1.0241
S 0.4116 -0.3629 -1.8839
*
```

Computed Löwdin charges, given in elementary charges: C -0.536; C -0.182; C -0.204; C -0.191; C -0.220; H -0.139; H 0.085; H 0.130; H 0.130; H 0.122; H 0.127; H 0.130; H 0.145; O -0.162; S 0.766

---

--- D ---
The following is a quantum chemistry calculation of an isolated molecule of C5H8OS, from the Open Molecules 2025 dataset.

ORCA input file:
```
! wB97M-V def2-TZVPD RIJCOSX def2/J DEFGRID3
* xyz 0 1
C -0.4505 0.5888 0.2425
C -1.7496 -0.0931 -0.1822
C 0.7384 -0.2324 0.2411
C 1.6711 0.2843 1.2816
C 0.8182 -1.2768 -0.6979
O -0.5157 1.8033 0.3489
S -2.1228 0.2511 -2.0208
H -1.7504 -1.1050 0.2111
H -2.4929 0.6322 0.1654
H 2.7376 0.2989 0.9474
H 1.6928 -0.3972 2.1077
H 1.3675 1.2804 1.4733
H -1.4873 1.4587 -2.0169
H 1.5440 -2.0701 -0.6692
H -0.0005 -1.4231 -1.4320
*
```

Computed Löwdin charges, given in elementary charges: C -0.492; C -0.413; C -0.269; C -0.043; C 0.111; O 0.064; S 0.675; H 0.084; H 0.057; H 0.101; H 0.080; H 0.060; H -0.117; H 0.059; H 0.042

---

Q: What are the energies relative to the best structure? A: A 224.0; B 154.2; C 0.0; D 36.8, in kJ/mol.

---

--- A ---
The following is a quantum chemistry calculation of a structure of composition C5H8OS, from the Open Molecules 2025 dataset.

ORCA input file:
```
! wB97M-V def2-TZVPD RIJCOSX def2/J DEFGRID3
* xyz 0 1
C 0.6300 -0.0490 0.0033
C 0.8249 0.9372 0.9195
C 1.3465 1.0155 -0.5415
C -0.7031 -0.6855 -0.5475
C -1.9580 0.0005 -0.0581
H 0.3129 -2.7162 0.4236
H 1.5102 0.6509 1.6834
H 0.1765 1.8017 1.3527
H 2.3147 0.6617 -0.8007
H 0.7215 1.7278 -1.2307
H -0.7019 -1.3298 -1.3463
H -2.5435 -0.3553 -0.9470
H -1.9308 1.0373 0.3683
O -1.5461 -1.1538 0.6151
S 1.5463 -1.5431 0.1058
*
```

Computed Löwdin charges, given in elementary charges: C -0.945; C -0.132; C -0.106; C -0.263; C -0.149; H 0.098; H 0.086; H 0.152; H 0.073; H 0.159; H 0.094; H 0.123; H 0.129; O -0.097; S 0.778

---

--- B ---
The following is a quantum chemistry calculation of an isolated molecule of C5H8OS, from the Open Molecules 2025 dataset.

ORCA input file:
```
! wB97M-V def2-TZVPD RIJCOSX def2/J DEFGRID3
* xyz 0 1
C -0.4376 1.8169 0.4045
C 0.3332 1.8195 -0.6701
C 1.6336 -1.9584 -0.7097
C -1.1959 0.5623 0.8472
C -0.4508 -0.7464 0.7549
O -0.3813 -1.0432 -2.1644
S 0.4564 -0.7705 -0.9985
H -0.7971 2.8240 0.7726
H 0.9047 2.6026 -1.2917
H 2.3286 -2.2933 -1.4647
H 2.1888 -1.7084 0.1908
H -1.6002 0.8198 1.8960
H -2.2073 0.4925 0.2748
H 0.2811 -0.8222 1.6670
H -1.0562 -1.5952 0.4913
*
```

Computed Löwdin charges, given in elementary charges: C -0.255; C 0.017; C -0.241; C -0.303; C -0.247; O -0.453; S 0.812; H 0.111; H 0.072; H 0.009; H 0.005; H 0.125; H 0.140; H 0.139; H 0.070

---

--- C ---
The following is a quantum chemistry calculation of an isolated molecule of C5H8OS, from the Open Molecules 2025 dataset.

ORCA input file:
```
! wB97M-V def2-TZVPD RIJCOSX def2/J DEFGRID3
* xyz 0 1
C 1.9688 1.2409 0.1191
C 0.7777 1.0522 -0.4528
C -2.3822 -0.9714 -0.0657
C -1.2327 -0.2411 0.5482
C 0.0732 -0.2851 -0.4981
O 1.0164 -1.2543 -0.3608
S -2.5547 0.7892 -0.1976
H 2.4391 2.2422 -0.0238
H 2.4656 0.4092 0.5188
H 0.2321 1.8611 -0.9771
H -2.3366 -1.6340 -0.9242
H -3.1207 -1.4063 0.5850
H -0.9900 -0.1041 1.5613
H -0.4733 -0.5691 -1.4401
H 1.2823 -1.2870 0.5821
*
```

Computed Löwdin charges, given in elementary charges: C 0.021; C -0.142; C -0.487; C -0.448; C -0.432; O -0.028; S 0.826; H 0.076; H 0.033; H 0.102; H 0.082; H 0.057; H 0.088; H 0.140; H 0.113

---

Q: What are the energies relative to the best structure? A: A 332.6; B 392.7; C 0.0, in kJ/mol.